i) The following is a DFT calculation (ωB97M-V with the def2-TZVPD basis set) of a cluster of 3 separate species, C2H12NO3 in total.

Computed properties:
gap between HOMO and LUMO: 11.828 eV
HOMO: -14.7 eV
LUMO level: -2.8906 eV
total charge: +1

Last column: Mulliken charge in e.
CARTESIAN COORDINATES (ANGSTROEM)
C  1.88825  0.01029  1.45711  -0.3816
O  0.89402  -0.67654  2.21163  -0.5151
C  1.47845  -0.08329  -0.01487  -0.6029
N  -0.01794  -0.17353  -0.16562  -0.2478
H  2.90362  -0.36338  1.53140  0.3513
H  1.81313  1.07037  1.72079  0.3201
H  1.21081  -0.74369  3.11219  0.3209
H  1.80845  0.75519  -0.62829  0.3611
H  1.87068  -0.93263  -0.57528  0.3888
H  -0.57577  0.49355  0.36289  0.4031
H  -0.26683  -1.10029  0.14383  0.3724
H  -0.25058  -0.03235  -1.15206  0.2747
H  -0.08955  -0.36144  -3.45813  0.3026
H  -1.38252  0.32289  -3.41005  0.3095
O  -0.76494  -0.13111  -2.83855  -0.6618
H  -2.83914  1.61538  0.44304  0.3056
H  -3.51723  0.41306  -0.15076  0.3043
O  -2.65926  0.84456  -0.06761  -0.6052

=====

ii) The following is a DFT calculation (ωB97M-V with the def2-TZVPD basis set) of a cluster of 4 separate species, C2H12NO3 in total.

Computed properties:
gap between HOMO and LUMO: 11.693 eV
HOMO: -14.4 eV
LUMO level: -2.7471 eV
total charge: +1

Last column: Mulliken charge in e.
CARTESIAN COORDINATES (ANGSTROEM)
C  -1.95670  -0.10525  0.12543  -0.1779
C  -2.81984  -0.26861  1.13120  -0.5957
N  -0.56306  0.41419  0.27980  -0.1072
H  -2.36415  -0.08031  -0.87807  0.3751
H  -3.76476  -0.67420  0.78076  0.2498
H  -2.77247  0.21732  2.09941  0.2425
H  -0.80782  1.40406  0.16572  0.3937
H  0.03767  -0.13610  -0.38646  0.4257
H  -0.41239  0.39739  1.29713  0.2345
H  0.44580  -0.52723  -2.54965  0.3046
H  1.79242  0.16676  -2.12949  0.3763
O  0.85430  -0.01001  -1.85327  -0.7031
H  3.40059  0.63567  -3.63094  0.3277
H  4.13327  0.17681  -2.32232  0.3191
O  3.34281  0.54705  -2.67917  -0.6627
H  0.14886  -1.51439  3.29203  0.2995
H  -0.09596  -0.32120  4.23923  0.3206
O  -0.12177  -0.59865  3.31614  -0.6226

=====

iii) The following is a DFT calculation (ωB97M-V with the def2-TZVPD basis set) of a cluster of 3 separate species, C2H12NO3 in total.

Computed properties:
gap between HOMO and LUMO: 11.748 eV
HOMO: -14.8 eV
LUMO level: -3.0805 eV
total charge: +1

Last column: Mulliken charge in e.
CARTESIAN COORDINATES (ANGSTROEM)
C  -0.27613  -1.70590  1.68154  -0.3702
O  0.16409  -0.78507  2.67964  -0.5499
C  -0.00978  -1.15848  0.30626  -0.3670
N  -0.07347  0.35243  0.35646  -0.2196
H  0.39168  -2.57110  1.74862  0.2636
H  -1.28990  -2.02057  1.90320  0.3914
H  -0.19173  -1.01751  3.52688  0.3200
H  -0.73317  -1.55072  -0.40641  0.2874
H  0.98481  -1.36384  -0.07815  0.2845
H  -0.71392  0.81431  -0.33001  0.2328
H  -0.39828  0.65622  1.28223  0.3898
H  0.82824  0.81810  0.25413  0.3700
H  2.48810  0.88396  -2.27901  0.3145
H  2.98558  2.15801  -2.93696  0.3233
O  2.24353  1.81114  -2.43948  -0.6317
H  -2.81450  1.22633  -1.64479  0.3101
H  -1.72129  2.13161  -2.06354  0.3175
O  -1.86384  1.32107  -1.56060  -0.6665

=====

Stability ranking, top and bottom: i) is the most stable and ii) is the least stable.

=====

i) The following is a DFT calculation (ωB97M-V with the def2-TZVPD basis set) of a cluster of 4 separate species, C2H12NO3 in total.

Computed properties:
gap between HOMO and LUMO: 9.800 eV
HOMO: -14.1 eV
LUMO level: -4.2500 eV
total charge: +1

Last column: Mulliken charge in e.
CARTESIAN COORDINATES (ANGSTROEM)
C  1.82601  0.93848  -0.66496  -0.1416
C  2.16990  2.28904  -0.52687  -0.5937
N  0.47712  0.56832  -0.31354  -0.0729
H  2.15501  0.47104  -1.61776  0.2577
H  2.89623  2.59159  -1.24708  0.3012
H  2.38398  2.61540  0.59360  0.2834
H  0.01846  1.41814  0.08744  0.4067
H  0.04270  0.24934  -1.17640  0.2415
H  0.47286  -0.13438  0.32439  0.3335
H  -0.14559  -1.40537  -2.88822  0.3443
H  -1.16751  -0.36949  -3.29679  0.3462
O  -0.69156  -0.70073  -2.48304  -0.7161
H  -2.32067  -4.30384  1.25172  0.3181
H  -2.03210  -3.71879  2.59517  0.3200
O  -1.72005  -3.73181  1.69158  -0.6360
H  -1.83784  1.52591  2.46866  0.3161
H  -0.47817  1.49774  2.81693  0.3244
O  -1.00122  1.45996  1.97073  -0.6328

=====

ii) The following is a DFT calculation (ωB97M-V with the def2-TZVPD basis set) of a cluster of 4 separate species, C2H12NO3 in total.

Computed properties:
gap between HOMO and LUMO: 9.571 eV
HOMO: -14.6 eV
LUMO level: -5.0339 eV
total charge: +1

Last column: Mulliken charge in e.
CARTESIAN COORDINATES (ANGSTROEM)
C  -0.46688  -0.82730  -0.53370  -0.7557
C  -0.51226  1.54859  -0.03412  -0.1378
N  0.15723  0.45392  -0.02127  -0.0137
H  -1.06426  -0.56840  -1.40191  0.4169
H  -0.93306  -1.26358  0.32885  0.2854
H  0.33781  -1.46124  -0.88928  0.2674
H  -0.99706  1.95193  -0.91600  0.3031
H  -0.70231  2.10413  0.88338  0.2354
H  0.58250  0.35382  0.91832  0.3961
H  2.00878  -3.05334  2.19718  0.3119
H  0.79297  -3.60684  1.45468  0.3282
O  1.30622  -2.80039  1.58488  -0.6576
H  -0.40662  2.30516  -4.34647  0.3254
H  -1.53283  3.25624  -4.17143  0.3225
O  -1.18543  2.43969  -3.78735  -0.6326
H  0.74821  0.23785  3.50936  0.3181
H  0.98841  -1.01585  2.62250  0.3385
O  0.87855  -0.05438  2.60238  -0.6516

=====

Stability ranking, top and bottom: ii) is the most stable and i) is the least stable.

=====

i) The following is a DFT calculation (ωB97M-V with the def2-TZVPD basis set) of a structure of composition C3H11N3.

Computed properties:
gap between HOMO and LUMO (alpha / beta): 6.870 / 6.871 eV
HOMO (alpha / beta): -7.3 / -7.3 eV
LUMO level (alpha / beta): -0.4530 / -0.4527 eV

Last column: Mulliken charge in e.
CARTESIAN COORDINATES (ANGSTROEM)
C  0.05297  2.15265  -0.40802  -0.5542
C  0.53499  -1.39542  1.13071  -0.9705
C  0.44539  -1.33980  -1.25983  -1.0363
N  -0.52527  1.65751  0.83386  -0.0573
N  -0.19823  -0.93958  -0.03043  -0.2977
N  -1.66932  1.12194  0.65130  -0.4618
H  -2.11416  0.88615  1.54150  0.2675
H  -1.19058  -0.10461  0.15543  0.4776
H  1.13835  2.06377  -0.35592  0.2360
H  -0.31703  1.64200  -1.30281  0.2657
H  -0.21030  3.21323  -0.50259  0.3142
H  1.49025  -1.00134  -1.30930  0.3004
H  0.05126  -1.05205  2.04979  0.2955
H  1.57686  -1.04701  1.12321  0.2954
H  0.56802  -2.49394  1.18002  0.2978
H  0.45655  -2.43373  -1.37589  0.3006
H  -0.08976  -0.92976  -2.12102  0.3271

=====

ii) The following is a DFT calculation (ωB97M-V with the def2-TZVPD basis set) of a cluster of 2 separate species, C3H11N3 in total.

Computed properties:
gap between HOMO and LUMO: 9.848 eV
HOMO: -9.3 eV
SMILES: C=NC.NCN
LUMO level: 0.5324 eV

Last column: Mulliken charge in e.
CARTESIAN COORDINATES (ANGSTROEM)
C  2.28290  -0.09033  -0.10618  -0.9111
C  1.65431  -2.27759  0.65903  -0.4080
N  1.36133  -1.31364  -0.17122  -0.3836
H  2.11866  0.50022  0.76459  0.4216
H  3.24253  -0.33565  -0.56936  0.3636
H  1.91644  0.40615  -1.01418  0.3083
H  1.66804  -3.30336  0.16097  0.2585
H  2.14602  -1.96448  1.59343  0.3173
N  -1.09365  0.49655  -1.12059  -0.6489
C  -1.34346  0.98272  0.27972  -0.3316
N  -2.64032  1.85499  0.55214  -0.6190
H  -1.82710  -0.19173  -1.31464  0.2447
H  -0.19424  0.07615  -0.98034  0.2941
H  -0.57755  1.70125  0.40964  0.3675
H  -1.33619  0.12546  1.08120  0.2251
H  -2.51679  2.61354  -0.09266  0.2665
H  -3.59383  1.41846  0.14365  0.2350

=====

iii) The following is a DFT calculation (ωB97M-V with the def2-TZVPD basis set) of a cluster of 2 separate species, C3H11N3 in total.

Computed properties:
gap between HOMO and LUMO: 9.804 eV
HOMO: -8.8 eV
SMILES: C=NC.NCN
LUMO level: 1.0509 eV

Last column: Mulliken charge in e.
CARTESIAN COORDINATES (ANGSTROEM)
C  -1.95980  1.47683  -0.05936  -0.5704
C  -2.12060  -0.80067  -0.69641  -0.1213
N  -2.19926  0.38248  -1.02881  -0.4630
H  -1.34241  1.03638  0.67429  0.2586
H  -2.94178  1.81475  0.39785  0.3058
H  -1.55096  2.25689  -0.70935  0.2085
H  -2.34777  -1.64253  -1.21261  0.2944
H  -1.58972  -1.34395  0.16252  0.1179
N  1.53955  0.26082  -0.67596  -0.4002
C  1.41311  -0.14404  0.68444  0.0231
N  2.45528  -1.12660  1.11846  -0.5970
H  2.42437  0.43522  -0.99957  0.1119
H  0.68066  0.35554  -1.22840  0.1623
H  1.37699  0.72249  1.25836  0.1909
H  0.40905  -0.83926  0.78407  0.0264
H  2.38536  -2.06423  0.75825  0.2455
H  3.36794  -0.78013  0.77225  0.2066

=====

Stability ranking, top and bottom: iii) is the most stable and i) is the least stable.

=====

i) The following is a DFT calculation (ωB97M-V with the def2-TZVPD basis set) of a structure of composition C2H3N2O.

Computed properties:
gap between HOMO and LUMO: 11.950 eV
HOMO: -18.2 eV
LUMO level: -6.2147 eV
total charge: +1

Last column: Mulliken charge in e.
CARTESIAN COORDINATES (ANGSTROEM)
C  -0.51532  1.04637  0.60259  0.0778
C  0.79222  -0.31776  -0.47294  0.2697
N  -1.21060  0.03670  0.82118  -0.1507
N  -0.16428  -1.11697  -0.19070  -0.1531
O  0.68735  0.89248  -0.01832  -0.1851
H  -0.76616  1.96733  0.89426  0.4661
H  1.75912  -0.52338  -1.14121  0.3735
H  -0.58233  -1.98477  -0.49487  0.3017

=====

ii) The following is a DFT calculation (ωB97M-V with the def2-TZVPD basis set) of the ion C2H3N2O with charge +1.

Computed properties:
gap between HOMO and LUMO: 13.418 eV
HOMO: -19.5 eV
SMILES: CC(=O)[N+]#N
LUMO level: -6.1032 eV
total charge: +1

Last column: Mulliken charge in e.
CARTESIAN COORDINATES (ANGSTROEM)
C  -1.46011  0.79948  -0.02828  0.7401
C  -0.14859  0.07044  -0.03256  -0.8102
N  -3.45845  -1.27012  -0.03482  -0.0118
N  -2.66434  -0.55187  0.19580  0.2143
O  -2.03329  1.80500  -0.14272  -0.1682
H  0.22288  -0.35231  -1.08076  0.3542
H  -0.14697  -0.76198  0.83590  0.3616
H  0.49354  0.89255  0.26521  0.3200

=====

Stability ranking, top and bottom: ii) is the most stable and i) is the least stable.